Computed, not measured: a cluster of 2 separate species, C2H2BrF2NO in total, with wB97M-V/def2-TZVPD.

Last column: Mulliken charge in e.
Geometry (Å):
C: 0.08 -1.60 -1.14  0.595
C: -0.40 1.90 0.84  0.046
N: 0.10 -1.72 -2.34  -0.470
O: 0.05 -1.76 0.00  -0.385
F: 0.77 1.56 0.24  -0.130
F: -0.17 3.09 1.35  -0.112
Br: -0.51 0.22 2.56  -0.158
H: -0.75 -0.38 1.34  0.341
H: 0.82 -1.31 -2.85  0.273

Output
**DFT total energy**: -81118.421 eV
**Total charge**: 0
**Kohn-Sham gap**: 9.82 eV
**Largest force on an atom**: 0.048 hartree/bohr
**Multiplicity**: 1
**ΔE to the lowest compared entry with this formula, charge and spin**: 78.91 kcal/mol